No. 1
An isolated molecule of C8H15P. Source: OMol25; level of theory: ωB97M-V/def2-TZVPD.

Geometry (Å):
C: -1.85965 1.26526 0.26995
C: -0.89480 0.16347 0.22691
C: -1.61991 -1.15651 0.44950
C: 0.07446 -0.04496 -0.99732
C: 0.92790 -1.30643 -0.70713
C: 1.27017 -1.29838 0.82837
P: 0.43012 0.21062 1.53127
C: 1.51560 1.30294 0.42194
C: 1.01427 1.20279 -0.97160
H: -2.51333 1.25376 1.13245
H: -2.70211 1.11474 -0.44531
H: -1.61743 2.30916 0.08527
H: -1.21341 -1.91381 -0.20699
H: -2.69865 -0.98606 0.29635
H: -1.55866 -1.45454 1.46180
H: -0.57847 -0.21594 -1.95071
H: 1.87281 -1.39789 -1.32606
H: 0.42298 -2.21558 -0.95099
H: 1.04544 -2.21837 1.30798
H: 2.32999 -1.15928 1.10969
H: 2.52077 0.98800 0.67479
H: 1.61148 2.41725 0.77398
H: 0.29723 2.02168 -1.38209
H: 1.92321 1.11809 -1.63205

## Properties
Charge: 0
HOMO energy in eV: -8.69
Kohn-Sham gap in eV: 9.667

No. 2
An isolated molecule of C3H3NO3S. Source: OMol25; level of theory: ωB97M-V/def2-TZVPD.

Geometry (Å):
O: -2.22769 0.15569 -0.23092
C: -0.88316 -0.08157 0.00136
N: -0.59200 -1.43311 -0.15065
O: 0.71930 -1.64604 -0.05244
C: 1.31857 -0.42849 0.09101
S: 2.84257 -0.12783 -0.15028
C: 0.27758 0.59825 0.08048
O: 0.48569 1.94660 -0.08869
H: -2.22854 1.15462 0.15710
H: -1.19456 -2.13144 0.30647
H: 1.48225 1.99332 0.03656

## Properties
Charge: 0
HOMO energy in eV: -8.27
Kohn-Sham gap in eV: 8.519

No. 3
A structure of composition C20H40CaCsF6KLiMgN3O14P2S. Source: OMol25; level of theory: ωB97M-V/def2-TZVPD.

Geometry (Å):
N: 6.55046 3.66106 1.20300
C: 5.63665 4.11442 0.49609
C: 4.96420 3.35303 -0.55274
P: 3.66508 2.10384 0.08332
C: 2.53196 3.37033 0.96458
C: 1.18366 3.62703 0.28287
C: 0.00055 2.86024 0.77769
F: 0.07357 2.43825 1.99026
F: -1.07545 3.63497 0.76203
F: -0.31618 1.84924 -0.13786
O: 2.58146 0.82548 0.67451
C: 3.37042 -0.26735 0.95265
C: 4.50117 -0.44813 -0.13889
C: 4.28410 -1.48847 -1.30282
C: 3.44041 -2.78106 -0.88963
C: 3.97331 -3.56880 0.28617
F: 5.30170 -3.97197 0.30033
C: 3.16766 -3.97741 1.34937
F: 2.54015 -5.15644 1.35285
F: 2.92689 -3.21933 2.43569
O: 4.59501 0.79067 -0.71231
H: 6.84503 4.37579 1.85694
H: 5.29158 5.13151 0.66358
H: 4.53860 3.97373 -1.32666
H: 5.72206 2.76958 -1.04434
H: 4.49704 1.91197 1.23997
H: 2.96837 2.28357 -1.16738
H: 2.43471 3.02059 1.97955
H: 3.00333 4.33413 1.04492
H: 1.24279 3.49777 -0.78115
H: 0.95145 4.66789 0.42186
H: 3.85774 -0.12424 1.91170
H: 2.72524 -1.12466 1.16997
H: 5.49741 -0.70978 0.20893
H: 3.73383 -0.94855 -2.14015
H: 5.25140 -1.83892 -1.73449
H: 2.36484 -2.42926 -0.69216
H: 3.40043 -3.47632 -1.78379
Mg: 6.51114 -1.30020 -3.17642
C: -1.74950 1.44437 4.10158
C: -2.90252 2.40822 4.27967
O: -3.59311 1.92230 5.44767
S: -2.55644 1.26962 6.45054
O: -2.22029 2.24418 7.46036
O: -2.99912 -0.00414 6.81216
O: -1.31630 1.15372 5.45146
H: -2.07539 0.51181 3.63809
H: -0.93540 1.87188 3.52220
H: -3.57262 2.43062 3.42692
H: -2.55142 3.42253 4.48599
N: 0.05687 5.74672 -2.32865
O: 0.08745 6.41180 -1.30392
O: 0.80870 4.78006 -2.50133
O: -0.78632 5.98434 -3.22551
Cs: 1.29186 -1.84186 -1.85484
C: -1.25765 6.77181 2.62534
O: -2.31796 5.83062 2.43138
H: -1.69846 7.72010 2.91443
H: -0.58187 6.43370 3.41916
H: -0.69404 6.90749 1.69994
H: -1.91766 4.99900 2.17410
O: -2.54813 6.89899 -3.97773
P: -3.46699 7.75014 -4.88573
O: -3.75595 9.12052 -4.31084
O: -4.77754 7.02685 -5.05100
O: -2.84986 8.00201 -6.25234
Li: -0.89686 3.75528 7.63313
K: 5.03263 -4.78797 2.86906
Ca: -2.14335 1.32995 -1.54228
C: -4.62388 -6.67516 -4.67141
C: -3.56433 -6.50271 -3.59494
N: -4.09439 -6.00344 -2.33923
C: -3.07019 -5.57831 -1.41441
C: -2.09863 -6.63491 -0.86783
C: -5.18516 -6.77482 -1.76184
C: -4.93236 -8.25526 -1.45014
H: -5.17431 -5.74819 -4.83229
H: -4.15039 -6.95281 -5.61273
H: -5.33552 -7.46198 -4.42370
H: -2.83057 -5.77991 -3.96637
H: -3.02715 -7.45567 -3.47057
H: -3.54540 -5.06991 -0.56964
H: -2.47727 -4.80202 -1.91652
H: -2.56716 -7.26731 -0.11743
H: -1.25109 -6.14010 -0.38147
H: -1.69361 -7.26966 -1.65539
H: -6.03784 -6.71268 -2.44028
H: -5.52621 -6.27275 -0.85352
H: -4.41409 -8.76848 -2.26049
H: -5.88604 -8.76318 -1.30384
H: -4.36095 -8.38958 -0.53298

## Properties
Charge: +2
HOMO energy in eV: -10.32
Kohn-Sham gap in eV: 2.284

No. 4
An isolated molecule of Cl2H2NO2PS. Source: OMol25; level of theory: ωB97M-V/def2-TZVPD.

Geometry (Å):
N: -1.52806 0.16507 -0.45570
O: 0.49325 0.17576 2.77917
O: 0.52351 -1.59976 -0.84807
P: 0.07003 -0.19204 -1.01577
S: 1.20903 1.16181 -1.79859
Cl: 0.84433 0.47857 1.36584
Cl: 2.66189 -0.50322 0.86666
H: -2.08846 -0.67788 -0.47068
H: -2.18550 0.99169 -0.42286

## Properties
Multiplicity: 3
<S²>: 2.01
Charge: 0
HOMO energy (alpha / beta) in eV: -8.45 / -9.90
Kohn-Sham gap (alpha / beta) in eV: 7.857 / 6.496

No. 5
A structure of composition C26H27CdN9O2S. Source: OMol25; level of theory: ωB97M-V/def2-TZVPD.

Geometry (Å):
Cd: 12.20719 8.99080 14.85979
O: 13.62360 11.29371 20.03109
C: 14.80843 10.85157 19.76642
C: 15.91839 11.02224 20.66567
C: 17.20473 10.66678 20.36171
C: 17.48909 9.91102 19.19982
C: 16.45400 9.59911 18.32647
C: 15.16942 10.08235 18.57905
C: 14.10483 9.83062 17.58730
O: 14.31136 9.33087 16.45133
N: 12.84769 10.08689 18.04056
N: 11.81249 9.77643 17.23480
C: 10.61294 10.13620 17.54564
C: 9.50535 9.82667 16.72069
C: 8.21795 10.19150 17.11592
C: 7.20367 10.06589 16.19096
C: 7.44304 9.49289 14.93830
C: 8.78427 9.16077 14.62230
N: 9.76375 9.34521 15.44543
H: 12.87143 10.71450 18.92031
H: 15.61805 11.52718 21.61639
H: 17.97943 10.84266 21.07086
H: 18.48834 9.54945 19.13957
H: 16.62826 9.01394 17.42913
H: 10.28668 10.71956 18.42933
H: 7.98100 10.61457 18.10062
H: 6.25764 10.41277 16.53151
H: 6.73601 9.18238 14.17614
H: 8.89507 8.57670 13.68016
N: 14.07982 12.81628 12.93421
C: 13.52760 11.63011 13.18465
S: 12.17230 11.54294 14.13985
N: 14.40881 10.58681 12.95442
N: 14.02672 9.41853 13.53280
C: 14.86161 8.43694 13.26490
C: 14.66318 7.08745 13.70868
C: 15.60291 6.06685 13.55322
C: 15.55237 4.91300 14.34518
C: 14.45876 4.75238 15.22228
C: 13.51170 5.76652 15.28472
N: 13.64443 6.93130 14.56467
H: 13.48356 13.65238 12.89234
H: 15.00706 12.87302 12.45426
H: 15.71688 8.71867 12.62304
H: 16.29407 6.07682 12.74468
H: 16.36154 4.13158 14.31439
H: 14.39644 3.92285 15.87504
H: 12.68844 5.70229 15.93547
N: 11.20250 8.04313 12.94322
C: 11.23375 7.79653 11.80365
N: 11.35266 7.55857 10.53871
C: 12.60619 7.84927 9.89746
C: 12.39682 8.64648 8.57480
C: 11.30698 8.06490 7.72153
C: 10.02168 7.85460 8.51396
C: 10.23837 6.96824 9.76562
H: 13.23631 6.99323 9.52911
H: 13.28015 8.43233 10.56409
H: 13.27412 8.74629 8.00503
H: 12.14196 9.67309 8.73903
H: 11.72364 7.05258 7.35261
H: 11.18068 8.69778 6.80337
H: 9.25686 7.38002 7.85699
H: 9.72577 8.85793 8.87629
H: 10.45182 5.90087 9.56081
H: 9.38371 6.95528 10.42482

## Properties
Charge: 0
HOMO energy in eV: -6.33
Kohn-Sham gap in eV: 5.887

No. 6
A cluster of 2 separate species, C3H5NO2 in total. Source: OMol25; level of theory: ωB97M-V/def2-TZVPD.

Geometry (Å):
H: 2.76309 1.00132 0.51830
N: 2.03591 0.29760 0.56346
C: 1.00705 0.60877 -0.07481
O: 0.42717 1.52881 -0.82869
C: -0.29892 0.15095 -0.38114
C: -1.71437 -0.01148 -0.17711
O: -0.92467 -0.65796 -1.23599
H: -2.15406 -0.70043 0.54387
H: -2.32620 0.81830 -0.51834
H: 0.96380 -1.42681 1.27210
H: 0.33186 -1.82343 1.27073

## Properties
Charge: 0
HOMO energy in eV: -10.68
Kohn-Sham gap in eV: 11.596

No. 7
An isolated molecule of C29H35F3N2O4. Source: OMol25; level of theory: ωB97M-V/def2-TZVPD.

Geometry (Å):
C: -0.67064 -5.26139 -0.64508
C: -0.34438 -3.88293 -0.09594
O: -1.52673 -3.09402 -0.14803
C: -1.42000 -1.83359 0.41947
O: -0.41516 -1.13706 -0.30537
C: -0.43513 0.22651 -0.25535
C: 0.68851 0.92845 -0.96274
O: 0.44632 1.94615 -1.59020
N: 1.92599 0.39066 -0.90601
C: 2.40726 -0.57667 0.04896
C: 3.32083 0.11379 1.06663
N: 4.42790 0.73969 0.37362
C: 5.41739 1.29300 1.28272
C: 6.66716 1.68833 0.54337
C: 7.22814 0.81066 -0.37684
C: 8.37905 1.15355 -1.06138
C: 8.98749 2.37640 -0.82926
C: 8.43619 3.25430 0.08714
C: 7.27936 2.91289 0.76719
C: 3.92811 1.73841 -0.55562
C: 3.01564 1.06880 -1.57960
C: -1.40124 0.93822 0.31965
C: -2.61958 0.30560 0.92345
C: -3.83909 1.12734 0.59095
C: -4.73835 1.50828 1.57925
C: -5.86319 2.24632 1.26260
C: -6.09226 2.61211 -0.05746
C: -7.32942 3.39999 -0.37365
F: -8.45298 2.68102 -0.16876
F: -7.38508 3.82856 -1.64077
F: -7.45164 4.49339 0.40332
C: -5.19967 2.24399 -1.05478
C: -4.07878 1.50615 -0.72542
C: -2.78266 -1.12918 0.38089
C: -3.85488 -1.86412 1.19392
C: -4.32775 -3.20627 0.63183
C: -4.90491 -3.12626 -0.78113
O: -3.95709 -2.82122 -1.77479
H: -1.01656 -5.17967 -1.67174
H: -1.45051 -5.73026 -0.05055
H: 0.21775 -5.88558 -0.61891
H: 0.44301 -3.40706 -0.69116
H: -0.00200 -3.94979 0.94784
H: -1.06960 -1.91947 1.47344
H: 1.57956 -1.06167 0.55944
H: 2.98683 -1.33331 -0.49067
H: 3.71592 -0.63258 1.76051
H: 2.72768 0.84880 1.64402
H: 5.66952 0.51291 2.00992
H: 5.02066 2.15919 1.84236
H: 6.74375 -0.13745 -0.55396
H: 8.80579 0.46563 -1.77668
H: 9.88817 2.64397 -1.36171
H: 8.90481 4.20996 0.27121
H: 6.84999 3.60463 1.47844
H: 4.77793 2.19689 -1.06443
H: 3.36329 2.53050 -0.03127
H: 2.58847 1.81049 -2.25489
H: 3.58567 0.32840 -2.14824
H: -1.33356 2.01302 0.31227
H: -2.51089 0.26325 2.01604
H: -4.55978 1.22783 2.60700
H: -6.56145 2.54195 2.03093
H: -5.38084 2.53544 -2.07754
H: -3.37657 1.22801 -1.49608
H: -3.08915 -1.07743 -0.66636
H: -4.72096 -1.20107 1.26014
H: -3.47971 -2.02556 2.20931
H: -3.50335 -3.91970 0.63261
H: -5.10803 -3.59149 1.29225
H: -5.38322 -4.09096 -1.01560
H: -5.67043 -2.34577 -0.83811
H: -3.11687 -3.23184 -1.52659

## Properties
Charge: 0
HOMO energy in eV: -8.90
Kohn-Sham gap in eV: 9.402

No. 8
A cluster of 6 separate species, C46H74N8O13P2S in total. Source: OMol25; level of theory: ωB97M-V/def2-TZVPD.

Geometry (Å):
C: -0.86930 -7.82920 1.08156
C: -1.61823 -7.28095 -0.00335
C: -1.91430 -6.37414 -1.37103
C: -1.69731 -4.74633 -1.09277
C: -0.16199 -4.09282 -1.01955
C: 1.13620 -5.11786 -1.19207
C: 1.35286 -5.62778 -2.73486
C: 2.09469 -7.09281 -2.80030
S: 0.90823 -8.51511 -3.12565
C: 0.02668 -2.47970 -0.78724
C: -1.35494 -1.56453 -0.60410
C: -2.87478 -2.19882 -0.67252
C: -4.19364 -1.21561 -0.51976
C: -4.52331 -0.45694 -1.94422
N: -5.46655 -1.20750 -2.85768
C: -3.06466 -3.80581 -0.93581
P: -4.86078 -4.48706 -1.06669
O: -5.47395 -4.33682 -2.55010
C: -1.09102 0.05381 -0.34600
O: -1.88313 1.01320 -0.83087
C: 0.25463 0.46478 0.51409
C: 0.19366 1.74408 1.56389
C: -1.14503 2.64778 1.84386
C: -1.25008 3.92408 0.81390
O: -0.46285 3.90263 -0.27356
O: -2.23390 4.97724 1.12407
C: -3.46773 4.82290 0.32388
C: -4.02656 3.42638 -0.33042
O: -4.17777 5.95613 0.08197
C: 1.57138 2.07646 2.39273
P: 1.55802 3.52876 3.69149
N: 1.14158 4.96159 3.01847
C: 2.94818 1.19384 2.13238
C: 4.26389 1.65167 3.04826
C: 4.22823 1.08143 4.58418
N: 4.97884 2.12468 5.43835
C: 3.03140 -0.09161 1.06449
O: 4.29079 -0.80655 0.95724
C: 5.04975 -0.58715 -0.25669
C: 5.00828 0.89137 -0.93960
C: 3.73710 1.11608 -2.00464
O: 5.18487 2.02947 -0.00962
C: 1.63755 -0.44622 0.28194
C: 1.50781 -1.70266 -0.74896
O: 2.41660 -2.16508 -1.60416
H: -0.42663 -8.13969 2.14266
H: -1.22919 -6.75428 -2.26813
H: -3.02312 -6.63145 -1.69735
H: 0.87196 -6.06263 -0.51355
H: 2.08007 -4.62750 -0.69601
H: 2.08448 -4.84138 -3.25268
H: 0.31538 -5.57609 -3.28029
H: 2.88173 -7.10037 -3.69607
H: 2.67626 -7.24474 -1.76932
H: -0.04402 -8.62618 -2.07997
H: -3.89184 -0.37603 0.25776
H: -5.14290 -1.74930 -0.08794
H: -4.88586 0.66341 -1.75037
H: -3.50012 -0.34278 -2.54847
H: -6.01253 -0.44822 -3.36551
H: -4.86765 -1.66823 -3.59291
H: -5.80259 -3.83067 -0.18671
H: -4.92014 -5.91147 -0.77581
H: -2.07936 1.94672 1.61225
H: -1.23071 2.94932 2.98816
H: -3.35706 3.12539 -1.26034
H: -5.10177 3.65684 -0.75974
H: -4.15542 2.56037 0.45212
H: 2.85051 3.68439 4.34321
H: 0.57727 3.21930 4.73333
H: 1.96236 5.59944 3.22089
H: 5.21026 1.24604 2.48039
H: 4.33567 2.83448 2.99293
H: 3.16323 0.84037 5.00451
H: 4.92576 0.11518 4.61228
H: 4.30755 2.80291 5.86054
H: 5.58631 1.65820 6.14695
H: 6.19603 -0.78041 0.02459
H: 4.84495 -1.37017 -1.13498
H: 5.96764 0.94100 -1.65228
H: 2.82529 1.59178 -1.40100
H: 4.05164 1.88162 -2.83251
H: 3.41466 0.10111 -2.52733
H: 6.13162 2.01463 0.32589
C: 9.57736 2.32461 4.46378
N: 8.87165 1.73329 3.35196
C: 8.92462 2.09198 2.03623
C: 9.81720 3.24077 1.65758
O: 8.25592 1.48127 1.20739
H: 10.18929 1.54856 4.93006
H: 8.83822 2.68227 5.18472
H: 10.21636 3.15465 4.15872
H: 8.25091 0.95256 3.53451
H: 9.75744 3.41178 0.57936
H: 9.49328 4.15040 2.17047
H: 10.85441 3.00832 1.91387
C: 0.79316 0.09532 -6.38126
N: 0.11905 -1.18116 -6.37860
C: -0.35590 -1.87867 -5.30598
C: -0.17375 -1.27618 -3.94083
O: -0.91022 -2.96081 -5.47567
H: 0.20805 0.78799 -6.99117
H: 1.77790 -0.04068 -6.83490
H: 0.91078 0.50737 -5.37790
H: -0.03794 -1.64595 -7.26601
H: -0.60044 -1.94223 -3.18604
H: 0.89104 -1.14902 -3.72760
H: -0.69047 -0.31421 -3.88496
C: -5.85242 -2.99759 -8.35762
N: -5.19315 -1.73288 -8.58061
C: -4.02227 -1.28823 -8.03843
C: -3.29936 -2.19949 -7.08617
O: -3.59353 -0.17652 -8.33403
H: -5.94760 -3.50620 -9.32010
H: -6.84868 -2.79610 -7.95651
H: -5.30525 -3.63685 -7.66315
H: -5.62544 -1.06801 -9.21247
H: -2.38523 -1.71291 -6.73547
H: -3.93181 -2.41255 -6.22013
H: -3.02400 -3.12793 -7.59380
C: -6.83930 7.28776 1.11815
N: -7.69417 7.36938 2.27848
C: -8.85490 6.69221 2.51667
C: -9.33620 5.73294 1.46407
O: -9.46828 6.87730 3.56386
H: -5.84671 6.97161 1.44819
H: -6.77116 8.28413 0.67474
H: -7.21361 6.58472 0.37251
H: -7.43019 7.99776 3.02924
H: -10.27011 5.26789 1.79108
H: -9.52499 6.26781 0.52937
H: -8.59373 4.94551 1.30854
C: 0.27783 -0.90539 7.88771
N: 1.19805 0.10205 7.41645
C: 2.38247 0.48601 7.97532
C: 2.81760 -0.20193 9.23913
O: 3.05315 1.36682 7.44479
H: 0.16629 -1.65812 7.10344
H: -0.68788 -0.42685 8.06777
H: 0.61978 -1.38672 8.80517
H: 0.96781 0.60701 6.56781
H: 3.77712 0.20662 9.56744
H: 2.08111 -0.03262 10.02927
H: 2.94166 -1.27302 9.05784

## Properties
Charge: 0
HOMO energy in eV: -8.66
Kohn-Sham gap in eV: 6.549

The calculation returns the following maximum force values, one per record and in order: 0.083 0.106 0.194 0.081 0.076 0.019 0.013 0.184 hartree/bohr.